# 1
Molecular formula: C11H14N2S2
Method: DFT, ωB97M-V/def2-TZVPD

Values from the calculation:
- LUMO level (eV) = 0.70
- SMILES string = S=c1[nH]ccn1CCCCc1cccs1

ORCA input file:
```
! wB97M-V def2-TZVPD RIJCOSX def2/J DEFGRID3
* xyz 0 1
C 0.8419 -1.4387 2.9125
C 0.3764 -2.9894 1.3122
C -0.4187 -1.9400 1.1117
C -0.6391 0.3274 2.1579
C 0.1883 1.2959 1.2900
C 0.3493 0.9435 -0.1622
C -1.0850 1.3999 -0.8760
C -0.9722 0.9327 -2.3067
C -1.5709 0.1046 -3.1996
C -1.1271 0.2458 -4.5940
C -0.3551 1.3301 -4.7018
H 1.8918 -3.2222 2.8833
H 0.1125 -4.0675 0.9983
H -1.1138 -1.8969 0.3800
H -0.7298 0.6070 3.1336
H -1.6278 0.0848 1.7334
H 1.1469 1.4431 1.6900
H -0.2110 2.2971 1.4475
H 0.9856 1.8257 -0.5289
H 0.7243 -0.0992 -0.4704
H -1.7424 0.6662 -0.2775
H -1.3899 2.4731 -0.7795
H -2.2564 -0.7045 -2.8276
H -1.1725 -0.4920 -5.3967
H 0.1321 1.7600 -5.6108
N 1.1914 -2.7195 2.4609
N -0.1684 -1.0139 2.1258
S 1.5320 -0.5845 4.1377
S 0.0032 2.0963 -3.2717
*
```

natural (NBO) charges, unit e, in atom order: C 0.2393; C -0.0825; C -0.0881; C -0.1993; C -0.4353; C -0.3954; C -0.4485; C -0.1646; C -0.2598; C -0.2724; C -0.4261; H 0.4247; H 0.2355; H 0.2219; H 0.2381; H 0.1888; H 0.2319; H 0.2157; H 0.2178; H 0.2400; H 0.2046; H 0.2407; H 0.2196; H 0.2316; H 0.2402; N -0.5540; N -0.3762; S -0.2782; S 0.3897

# 2
Molecular formula: C52H41INO7P2S2V
Method: DFT, ωB97M-V/def2-TZVPD

Values from the calculation:
- LUMO level (spin up / spin down) (eV) = 2.07 / 2.07
- expectation value of S² = 3.762

ORCA input file:
```
! wB97M-V def2-TZVPD RIJCOSX def2/J DEFGRID3
* xyz -1 4
V -22.5395 -2.9883 4.7781
O -25.7133 -7.9498 3.8935
S -25.0557 -6.7240 4.4817
C -23.5849 -6.5421 3.4463
C -23.6218 -6.9575 2.1656
C -22.4523 -6.9669 1.3926
C -21.2138 -6.8866 1.9674
C -21.1639 -6.5848 3.3426
C -22.3380 -6.3483 4.0844
P -22.3506 -5.9663 5.8175
C -22.0798 -7.4985 6.6079
C -21.0355 -8.3409 6.1191
C -20.8586 -9.6035 6.5714
C -21.6588 -10.1302 7.5779
C -22.6623 -9.3132 8.1039
C -22.9681 -8.0487 7.5410
C -20.7299 -4.8522 6.0196
C -19.6375 -2.7412 5.0592
C -18.1662 -3.2044 5.3849
C -17.9330 -3.7360 6.7485
C -18.6291 -4.6552 7.4302
C -19.9176 -5.2133 7.0794
C -26.0655 -5.3340 3.8232
C -26.8352 -5.6062 2.6814
C -27.3619 -4.5991 1.8761
C -26.9416 -3.2895 2.0745
C -26.1021 -3.0335 3.1724
C -25.8601 -3.9766 4.2104
P -25.0164 -3.4088 5.6968
C -25.8345 -1.8270 6.1774
C -27.2212 -1.6512 6.0192
C -27.8235 -0.4844 6.4255
C -27.0140 0.5451 6.8637
C -25.6532 0.4463 6.9471
C -25.0445 -0.7806 6.5847
C -25.4125 -4.3779 7.1632
C -24.5199 -4.6409 8.2377
C -24.8871 -5.1122 9.5040
C -26.2445 -5.1129 9.7984
C -27.1578 -4.8849 8.7722
C -26.7861 -4.6992 7.4442
H -24.5534 -7.2905 1.6519
H -22.5850 -7.1093 0.3230
H -20.3362 -6.8097 1.3756
H -20.2087 -6.3779 3.7898
H -20.2372 -7.8902 5.5253
H -20.0424 -10.1891 6.2884
H -21.4046 -11.1489 7.9459
H -23.4243 -9.6295 8.8219
H -23.7005 -7.4295 8.0052
H -19.6053 -2.6242 3.9844
H -17.5193 -2.3220 5.3054
H -17.0377 -3.2744 7.2554
H -18.2949 -4.9395 8.4084
H -20.2143 -6.0790 7.6594
H -27.0485 -6.6495 2.3918
H -28.1944 -4.8050 1.2297
H -27.3033 -2.4989 1.4206
H -25.7469 -2.0179 3.3205
H -27.7927 -2.4080 5.4495
H -28.9030 -0.3342 6.3592
H -27.4235 1.5141 7.1587
H -25.0472 1.3404 7.0904
H -23.9393 -0.9117 6.6410
H -23.5175 -4.4406 8.0706
H -24.1458 -5.4819 10.1812
H -26.6560 -5.3916 10.7588
H -28.1975 -4.7483 9.0477
H -27.5323 -4.6265 6.6492
C -16.6536 -2.4184 -1.4727
C -16.9924 -2.8090 -0.0511
C -16.3019 -2.3069 1.0645
C -16.5269 -2.7065 2.3498
C -17.4368 -3.7150 2.5602
C -18.1305 -4.3288 1.5000
C -17.9874 -3.7855 0.2169
S -17.3919 -4.4913 4.1516
O -16.0177 -4.4742 4.4568
O -18.1328 -5.7495 4.1933
N -20.7556 -3.6894 5.2693
C -19.9291 -1.3478 5.8054
C -21.0822 -0.6698 5.0689
O -20.9043 0.3108 4.3340
O -22.2909 -1.1961 5.2353
H -17.3115 -2.8122 -2.2712
H -15.6167 -2.8580 -1.6875
H -16.5716 -1.3046 -1.6016
H -15.5364 -1.5244 0.8750
H -16.0156 -2.2065 3.1705
H -18.9057 -5.0437 1.5825
H -18.5245 -4.2216 -0.6191
H -19.1036 -0.6699 5.8136
H -20.2355 -1.4891 6.8290
I -19.6089 2.4441 0.3429
C -20.6740 0.6803 0.7597
C -22.0120 0.7691 1.0024
C -22.8013 -0.3385 1.1922
C -22.1431 -1.5734 1.2122
C -20.7844 -1.6812 0.9227
C -20.0176 -0.5310 0.7261
C -22.8699 -2.8161 1.7008
O -23.4290 -3.5675 0.8882
O -22.8807 -3.1796 2.9665
H -22.5496 1.7190 1.0010
H -23.8567 -0.1633 1.2297
H -20.4109 -2.7269 0.7491
H -18.9693 -0.5801 0.5443
*
```

Mulliken population analysis, charges in e, atoms 1 to 99: V 0.7351; O -0.7971; S 0.7592; C -0.1543; C -0.5628; C -0.7724; C -1.2789; C -0.5094; C 1.1430; P 0.7773; C 1.0777; C -0.5330; C -0.8143; C -0.4877; C -0.7324; C -0.4613; C 0.2579; C -0.3884; C -0.3543; C -1.3399; C -0.7079; C -0.7561; C -0.2487; C -0.3487; C -0.7661; C -0.7351; C -1.1646; C 0.5872; P 0.8494; C 0.6050; C -0.0323; C -0.9276; C -0.3350; C -0.8314; C 0.0187; C 1.1866; C -0.7762; C -0.4310; C -0.5912; C -0.7071; C -0.7434; H 0.3089; H 0.3598; H 0.6589; H 0.2067; H 0.2317; H 0.4899; H 0.3152; H 0.3523; H 0.3941; H 0.0894; H 0.8458; H 0.2492; H 0.4276; H 0.4636; H 0.4865; H 0.4397; H 0.4338; H 0.6595; H 0.2577; H 0.3862; H 0.3339; H 0.4096; H -0.0096; H 0.4010; H 0.4780; H 0.3836; H 0.3561; H 0.3855; C -1.5334; C 0.6403; C -0.5995; C -0.5299; C 0.4907; C -0.0107; C -0.7473; S 1.3512; O -0.7470; O -0.6686; N 1.1206; C -0.8680; C 0.4487; O -0.7424; O -0.3855; H 0.3686; H 0.3294; H 0.3109; H 0.2779; H 0.4498; H 0.2777; H 0.2443; H 0.4954; H 0.3142; I 0.0002; C -0.4305; C -0.3387; C -0.6743; C -0.1776; C -0.0707

# 3
Molecular formula: C15H22AsF6N2O4PdS4Si2
Method: DFT, ωB97M-V/def2-TZVPD

Values from the calculation:
- LUMO level (spin up / spin down) (eV) = 2.52 / 1.54
- expectation value of S² = 2.008

ORCA input file:
```
! wB97M-V def2-TZVPD RIJCOSX def2/J DEFGRID3
* xyz -1 3
Pd 0.1345 -0.8761 1.7179
F 3.2117 -2.3920 5.7034
C 2.8224 -3.2128 4.7218
F 3.9073 -3.6188 4.0625
F 2.2420 -4.2767 5.2736
S 1.6731 -2.3020 3.6045
O 2.4921 -1.2647 3.0246
O 0.5870 -1.8939 4.4404
N 1.3191 -3.5029 2.6539
S 1.0918 -3.5022 1.1060
O -0.2472 -3.7800 0.6986
O 1.8224 -2.4572 0.4289
C 1.9922 -5.0562 0.6855
F 3.2434 -5.0536 1.1391
F 1.3670 -6.1244 1.1774
F 2.0333 -5.1718 -0.6494
S -1.6179 0.1574 2.9474
C -2.4121 1.3054 1.9515
N -2.2109 1.5964 0.6981
C -3.0877 2.5530 0.2289
C -3.1194 3.0348 -1.0787
C -4.0571 3.9941 -1.4172
C -4.9622 4.4765 -0.4693
C -4.9425 4.0034 0.8318
C -4.0014 3.0418 1.1767
S -3.7229 2.2354 2.6887
H -2.4200 2.6498 -1.8097
H -4.0907 4.3755 -2.4300
H -5.6916 5.2238 -0.7550
H -5.6488 4.3769 1.5622
C 1.6449 -1.3097 -3.0175
Si -0.1451 -0.9100 -2.6190
C -1.2273 -2.4365 -2.7192
C -0.7752 0.3693 -3.8536
As -0.4448 0.0119 -0.4802
Si 1.3521 1.5012 -0.1807
C 3.0415 0.6907 -0.2850
C 1.2572 2.8539 -1.5011
C 1.2068 2.3916 1.4618
H 1.6829 -1.8600 -3.9624
H 2.1089 -1.9150 -2.2378
H 2.2259 -0.3939 -3.1350
H -1.2140 -2.8465 -3.7331
H -2.2585 -2.1824 -2.4660
H -0.9011 -3.2058 -2.0172
H -0.7557 -0.0284 -4.8729
H -0.1706 1.2772 -3.8308
H -1.8042 0.6544 -3.6254
H 3.1548 0.0350 -1.1451
H 3.2488 0.0961 0.6065
H 3.7804 1.4951 -0.3577
H 1.4963 2.4647 -2.4942
H 1.9666 3.6562 -1.2789
H 0.2585 3.2901 -1.5475
H 1.4209 1.7453 2.3149
H 0.2090 2.8063 1.6064
H 1.9339 3.2104 1.4565
*
```

natural (NBO) charges, unit e, in atom order: Pd 0.4097; F -0.3191; C 0.7191; F -0.3151; F -0.3134; S 2.2398; O -0.9324; O -0.9055; N -1.2565; S 2.2599; O -0.9125; O -0.9428; C 0.7173; F -0.3133; F -0.3133; F -0.3229; S -0.1975; C -0.0634; N -0.5546; C 0.2033; C -0.2502; C -0.2102; C -0.2418; C -0.2156; C -0.2571; S 0.3592; H 0.2207; H 0.2047; H 0.2047; H 0.2116; C -1.1247; Si 1.3901; C -1.1238; C -1.1207; As -0.2245; Si 1.3765; C -1.1249; C -1.1232; C -1.1241; H 0.2310; H 0.2632; H 0.2324; H 0.2254; H 0.2406; H 0.2622; H 0.2270; H 0.2349; H 0.2360; H 0.2375; H 0.2648; H 0.2255; H 0.2221; H 0.2249; H 0.2343; H 0.2557; H 0.2452; H 0.2239

# 4
Molecular formula: C5H9O3Rb
Method: DFT, ωB97M-V/def2-TZVPD

Values from the calculation:
- LUMO level (spin up / spin down) (eV) = -3.60 / -3.72
- expectation value of S² = 0.754

ORCA input file:
```
! wB97M-V def2-TZVPD RIJCOSX def2/J DEFGRID3
* xyz 1 2
O 1.8882 -0.3885 0.7842
C 1.3722 0.5931 0.0847
O 2.0855 1.4675 -0.3491
Rb 5.1411 1.3002 0.7197
C 1.1130 -1.5654 1.1615
H 1.7706 -2.1627 1.8004
H 0.2752 -1.2058 1.7695
C 0.6731 -2.3177 -0.0669
H -0.0946 -1.7688 -0.6283
H 1.5164 -2.5252 -0.7384
H 0.2407 -3.2761 0.2474
O -0.7298 1.0169 0.0460
C -1.4731 1.8685 -0.5466
C -2.9235 1.6185 -0.7320
H -0.9714 2.6353 -1.1628
H -3.1505 1.5190 -1.8076
H -3.4879 2.4856 -0.3645
H -3.2452 0.7055 -0.2171
*
```

natural (NBO) charges, unit e, in atom order: O -0.5641; C 0.8080; O -0.6750; Rb 0.9840; C -0.0643; H 0.1981; H 0.2027; C -0.6486; H 0.2294; H 0.2182; H 0.2336; O -0.5548; C 0.4555; C -0.7252; H 0.1505; H 0.2549; H 0.2517; H 0.2454

# 5
Molecular formula: C5H12N2S
Method: DFT, ωB97M-V/def2-TZVPD

Values from the calculation:
- LUMO level (eV) = 0.61

ORCA input file:
```
! wB97M-V def2-TZVPD RIJCOSX def2/J DEFGRID3
* xyz 0 1
C -1.4993 1.3713 0.8039
C -0.7871 1.0213 -0.4173
C 0.5205 -0.9205 -0.1001
C 0.3960 -2.0890 0.9157
C 2.3370 0.4428 -1.0774
H -2.5000 1.0933 0.9906
H -0.8299 1.1285 1.6627
H -1.4956 2.3703 0.9996
H 0.1700 1.6569 -0.0655
H -1.1006 1.5072 -1.3074
H -2.9691 -0.9464 -0.1859
H -0.1973 -2.8609 0.4100
H -0.1684 -1.6002 1.6785
H 1.4269 -2.1763 1.4763
H 3.2301 1.2847 -0.3249
H 2.8567 -0.3713 -2.0731
H 1.3719 1.0944 -1.5651
N -0.6321 -0.3313 -0.5707
N 1.7770 -0.5812 -0.1555
S -1.9066 -1.0933 -1.0946
*
```

natural (NBO) charges, unit e, in atom order: C -0.6284; C -0.2216; C 0.4640; C -0.6706; C -0.4673; H 0.2034; H 0.2058; H 0.2206; H 0.2206; H 0.2085; H 0.0799; H 0.2340; H 0.2070; H 0.2609; H 0.2215; H 0.2303; H 0.1806; N -0.6711; N -0.5194; S 0.2417

# 6
Molecular formula: C31H74O15PS2
Method: DFT, ωB97M-V/def2-TZVPD

Values from the calculation:
- LUMO level (eV) = -4.58

ORCA input file:
```
! wB97M-V def2-TZVPD RIJCOSX def2/J DEFGRID3
* xyz 1 1
C -2.4388 0.4286 2.5728
C -2.4033 1.5537 1.5667
O -3.2375 2.6849 1.9404
P -2.6744 3.7366 3.0091
O -2.3019 3.1696 4.3082
C -4.0536 4.8929 3.0913
C -5.4058 4.1979 2.8522
C -5.8309 4.3719 1.3947
S -6.8813 2.9499 0.9841
S -7.7413 3.5574 -0.8124
O -1.5466 4.5882 2.3043
C -0.1664 4.1667 2.4344
C 0.4430 3.9080 1.0680
H -3.4430 0.0193 2.6495
H -2.1126 0.7497 3.5570
H -1.7611 -0.3485 2.2235
H -1.3847 1.8777 1.3632
H -2.8018 1.2004 0.6176
H -3.9090 5.7321 2.4134
H -4.0514 5.3006 4.0984
H -6.1636 4.6053 3.5168
H -5.3313 3.1390 3.0897
H -4.9865 4.3808 0.7135
H -6.4607 5.2434 1.2340
H -5.9312 2.0937 0.5583
H -7.9014 2.3163 -1.2963
H 0.3800 4.9324 2.9765
H -0.0987 3.2677 3.0438
H -0.3111 3.5297 0.3821
H 0.9070 4.7866 0.6326
H 1.2081 3.1418 1.1793
C -0.3030 1.4484 -2.5841
O 0.4231 0.2630 -2.3798
C 0.9516 0.1546 -1.0724
C 1.1120 -1.2884 -0.6610
O -0.1056 -1.9294 -0.3123
C -0.9593 -2.3414 -1.3689
C -0.4924 -3.5867 -2.0859
O 0.5721 -3.2914 -2.9673
C 1.4013 -4.4085 -3.2173
H 0.3410 2.3344 -2.5278
H -0.7422 1.3976 -3.5780
H -1.1145 1.5436 -1.8490
H 0.2893 0.6559 -0.3522
H 1.9333 0.6475 -1.0441
H 1.7080 -1.3017 0.2546
H 1.6582 -1.8521 -1.4189
H -1.1388 -1.5302 -2.0784
H -1.9074 -2.5847 -0.8826
H -1.3343 -4.0003 -2.6596
H -0.1804 -4.3303 -1.3432
H 1.8083 -4.8163 -2.2853
H 2.2243 -4.0686 -3.8418
H 0.8575 -5.1987 -3.7464
C 4.6289 5.2652 9.4935
O 3.6051 5.0128 8.5570
C 3.7342 5.7826 7.3775
C 3.0777 5.0935 6.2043
O 3.8196 4.0088 5.6729
C 3.8122 2.7859 6.3932
C 2.5358 1.9927 6.2446
O 1.4960 2.5367 7.0354
C 0.2183 2.2575 6.5139
H 4.5819 6.2926 9.8722
H 4.4882 4.5766 10.3237
H 5.6178 5.0903 9.0552
H 4.7914 5.9561 7.1448
H 3.2480 6.7570 7.5285
H 3.0278 5.8221 5.3912
H 2.0564 4.7964 6.4549
H 4.0534 2.9393 7.4464
H 4.6146 2.1956 5.9457
H 2.7220 0.9562 6.5586
H 2.2447 1.9877 5.1860
H 0.1236 2.6295 5.4870
H -0.5150 2.7709 7.1316
H 0.0037 1.1817 6.5276
C -3.6468 3.2722 -10.1633
O -3.9989 2.2286 -9.2831
C -4.1162 0.9762 -9.9358
C -3.8618 -0.1650 -8.9797
O -2.4951 -0.3683 -8.6636
C -1.8821 0.5249 -7.7527
C -2.2506 0.2872 -6.3072
O -3.5446 0.7941 -6.0110
C -4.1548 0.1219 -4.9394
H -4.4353 3.4582 -10.9015
H -3.5047 4.1703 -9.5655
H -2.7117 3.0485 -10.6884
H -3.4062 0.9101 -10.7681
H -5.1334 0.8756 -10.3389
H -4.1701 -1.0830 -9.4841
H -4.4705 -0.0574 -8.0792
H -2.0578 1.5663 -8.0304
H -0.8123 0.3273 -7.8464
H -1.5222 0.8033 -5.6672
H -2.2061 -0.7870 -6.0959
H -4.2255 -0.9548 -5.1321
H -5.1615 0.5238 -4.8320
H -3.6056 0.2778 -4.0002
C 2.3374 -5.3893 1.6073
O 3.2840 -5.9147 0.7078
C 4.6153 -5.5524 1.0309
C 5.6033 -6.5645 0.5000
O 5.6639 -7.7660 1.2460
C 4.6207 -8.7102 1.0695
C 4.7013 -9.4921 -0.2204
O 4.2601 -8.7144 -1.3202
C 4.8141 -9.1385 -2.5445
H 2.3041 -4.2938 1.5505
H 1.3639 -5.7879 1.3276
H 2.5552 -5.6911 2.6380
H 4.7355 -5.4700 2.1175
H 4.8396 -4.5744 0.5811
H 6.5978 -6.1237 0.5979
H 5.4257 -6.7584 -0.5600
H 3.6381 -8.2468 1.1792
H 4.7507 -9.4219 1.8873
H 4.0630 -10.3821 -0.1326
H 5.7356 -9.8204 -0.3756
H 5.9095 -9.1226 -2.5103
H 4.4782 -8.4453 -3.3132
H 4.4803 -10.1486 -2.8084
*
```

Mulliken population analysis, charges in e, atoms 1 to 99: C -1.1515; C 0.5667; O -0.0897; P 0.7312; O -0.6490; C -0.9523; C -0.8951; C -0.6564; S 0.1371; S -0.0713; O -0.3927; C -0.1282; C -1.2317; H 0.3125; H 0.2745; H 0.3576; H -0.4875; H 0.2757; H 0.3749; H 0.4365; H 0.5200; H 0.5001; H 0.4870; H 0.5486; H 0.2717; H 0.2307; H 0.4498; H 0.1174; H 0.2720; H 0.4415; H 0.3365; C 0.1482; O -0.3055; C 0.1162; C -0.5530; O -0.3907; C -0.3191; C -0.5887; O -0.2337; C -0.6151; H 0.3238; H -0.2956; H 0.0231; H -0.3014; H 0.4672; H 0.4293; H 0.2130; H 0.1712; H 0.3939; H 0.4094; H 0.2771; H 0.1562; H 0.2415; H 0.3149; C -0.7780; O -0.2679; C -0.6620; C -0.2254; O -0.4491; C -0.4239; C -0.4682; O -0.3422; C -0.2212; H 0.3246; H 0.2338; H 0.3368; H 0.3476; H 0.3916; H 0.3676; H 0.1585; H 0.1852; H 0.4000; H 0.4077; H 0.2436; H -0.1902; H 0.2952; H 0.3904; C -0.7664; O -0.2701; C -0.5657; C -0.3651; O -0.4369; C -0.5598; C -0.0615; O -0.2713; C -0.6540; H 0.3260; H 0.2292; H 0.3316; H 0.3481; H 0.4000; H 0.3985; H 0.1492; H 0.1994; H 0.3916; H -0.0654; H 0.4188; H 0.3712; H 0.2150